Below is a single C15H12ClF2N3O3 molecule at a distorted geometry, with properties calculated with ωB97M-V/def2-TZVPD.

Atoms and positions in Å:
1 O -1.8652 -2.1697 0.7488
2 C -1.9611 -1.2995 -0.0874
3 N -1.2103 -1.2777 -1.2147
4 C -0.2052 -2.2906 -1.4623
5 C 0.9791 -2.1546 -0.4952
6 N 1.4411 -0.7927 -0.5368
7 C 2.5053 -0.2713 0.0912
8 C 3.4651 -1.0861 0.7277
9 C 4.5862 -0.5520 1.3073
10 C 4.8163 0.8265 1.2898
11 C 3.8955 1.6506 0.6999
12 C 2.7347 1.1325 0.1061
13 N 1.8230 2.0643 -0.4282
14 O 2.1039 3.2463 -0.3986
15 O 0.7505 1.6617 -0.9010
16 C -2.9130 -0.1430 0.0256
17 C -2.4615 1.1604 -0.1600
18 C -3.3277 2.2257 0.0055
19 F -2.8832 3.4756 -0.1706
20 C -4.6570 1.9997 0.3506
21 F -5.4999 3.0278 0.5078
22 C -5.1207 0.7106 0.5311
23 C -4.2474 -0.3566 0.3752
24 Cl -4.8500 -1.9511 0.5804
25 H -1.3126 -0.5172 -1.8662
26 H -0.6559 -3.2767 -1.3192
27 H 0.1330 -2.1918 -2.4940
28 H 1.7720 -2.8445 -0.7991
29 H 0.6429 -2.4213 0.5145
30 H 0.7709 -0.1058 -0.8754
31 H 3.3007 -2.1508 0.7547
32 H 5.3004 -1.2058 1.7848
33 H 5.7037 1.2352 1.7445
34 H 4.0317 2.7211 0.6832
35 H -1.4326 1.3743 -0.4133
36 H -6.1531 0.5466 0.7934

* lowest unoccupied orbital energy: -0.6698 eV
* charge: 0
* HOMO-LUMO gap: 7.8211 eV
* energy above the lowest of the compared OMol25 structures with the same formula, charge and spin: 6.09 kJ/mol
* SMILES: O=C(NCCNc1ccccc1[N+](=O)[O-])c1cc(F)c(F)cc1Cl
* E: -44317.8189 eV